C24H25IrN2O4S3 | the ωB97M-V functional and the def2-TZVPD basis

Geometry as XYZ:
```
59
Properties=species:S:1:pos:R:3:forces:R:3:lowdin_spin:R:1
Ir -0.8651 0.0790 -0.2940 -0.401 0.660 0.627 2.5350
O 2.6779 -3.0267 -0.5778 -0.050 -0.754 0.062 0.2045
C 1.9600 -4.1149 -0.5157 -0.388 0.897 -0.014 0.1713
C 2.6322 -5.3503 -0.3463 0.345 -0.646 0.040 0.1632
C 1.9216 -6.5228 -0.2824 0.232 0.147 -0.002 0.0047
C 0.5227 -6.5111 -0.3950 0.860 -0.845 0.089 0.2686
C -0.1628 -5.3095 -0.5196 -0.032 1.929 -0.140 0.1130
C 0.5241 -4.0981 -0.5723 -0.306 -0.935 0.001 0.0865
C -0.1889 -2.8294 -0.6177 0.029 1.490 -0.069 0.0875
O 0.4383 -1.7184 -0.6822 -0.286 -0.427 0.256 0.2054
N -1.5195 -2.8808 -0.5560 -1.329 -0.738 0.047 0.2415
N -2.1581 -1.7331 -0.4992 2.597 0.966 -0.052 0.2827
C -3.4798 -1.7858 -0.4574 -2.251 -0.775 0.044 0.0507
S -4.4199 -0.3417 -0.4655 0.406 -0.582 -0.002 0.1193
C -5.9742 -1.1744 0.0225 0.002 0.139 0.253 0.0143
C -5.9854 -2.5856 -0.5214 0.035 -0.140 -0.322 0.0112
S -4.3147 -3.3060 -0.3875 0.354 0.836 0.090 0.0933
H 2.1061 -2.2262 -0.6647 -0.137 -0.012 -0.007 0.0013
H 3.7096 -5.3222 -0.2677 0.094 -0.063 -0.015 0.0040
H 2.4445 -7.4563 -0.1445 0.037 -0.099 -0.026 -0.0032
H -0.0219 -7.4426 -0.3771 -0.074 -0.096 0.024 0.0103
H -1.2401 -5.3036 -0.5632 -0.097 0.027 -0.030 0.0014
H -6.8060 -0.5891 -0.3721 0.096 0.012 0.000 0.0006
H -6.0120 -1.1548 1.1139 0.018 0.024 -0.088 0.0036
H -6.2778 -2.6333 -1.5733 0.071 0.047 0.084 0.0026
H -6.6650 -3.2183 0.0526 0.085 0.030 -0.010 0.0011
C 0.4898 -0.0778 4.2117 -0.058 -0.198 -0.285 0.0036
C 0.5828 -0.3339 2.7184 0.695 -0.017 0.396 0.0026
O -0.6962 -0.1327 2.0841 -0.330 0.054 -0.533 0.0884
H 1.4471 -0.2741 4.6848 0.141 0.000 0.012 0.0012
H -0.2426 -0.7364 4.6708 -0.098 -0.051 0.059 0.0001
H 0.2269 0.9574 4.4255 -0.027 0.099 -0.027 0.0000
H 0.8624 -1.3691 2.5033 -0.014 0.119 0.049 -0.0001
H 1.3214 0.3350 2.2595 -0.099 -0.096 -0.023 -0.0003
H -1.1880 0.4961 2.6294 -0.132 0.076 -0.157 0.0020
O -1.0428 2.2395 -0.1133 -1.284 -1.960 -1.019 0.0927
S 0.0358 3.1170 0.4753 2.066 1.266 0.276 0.0178
C 0.1248 4.6370 -0.4852 -0.237 -0.148 0.383 0.0030
C -0.4140 4.7790 -1.7519 0.284 -0.181 -0.085 0.0009
C -0.2326 5.9904 -2.4019 -0.061 0.066 0.102 0.0000
C 0.4227 7.0402 -1.7660 -0.004 0.040 0.066 0.0010
C 0.9618 6.8786 -0.4943 -0.284 -0.050 -0.162 0.0002
C 0.7862 5.6758 0.1626 -0.018 -0.322 0.079 0.0013
C 1.5758 2.3276 -0.0999 -0.593 0.130 0.148 0.0216
C 2.7804 2.7052 0.4674 -0.045 -0.029 -0.064 -0.0014
C 3.9500 2.0953 0.0354 -0.167 -0.018 0.019 0.0193
C 3.9021 1.1083 -0.9400 -0.044 -0.064 -0.038 0.0004
C 2.6906 0.7442 -1.5077 0.030 -0.171 0.084 0.0148
C 1.5138 1.3534 -1.0908 -0.149 0.079 0.060 0.0351
H -0.9441 3.9698 -2.2278 -0.071 -0.115 -0.067 -0.0001
H -0.6125 6.1155 -3.4053 -0.106 0.066 0.009 0.0000
H 0.4737 8.0101 -2.2410 0.156 -0.055 -0.135 0.0000
H 1.4713 7.6882 0.0033 0.012 0.110 0.005 0.0000
H 1.1402 5.5479 1.1736 0.098 0.024 0.184 0.0001
H 2.8208 3.4774 1.2193 -0.021 0.087 0.147 -0.0001
H 4.8927 2.3909 0.4672 0.118 0.019 0.032 0.0009
H 4.8129 0.6300 -1.2645 0.094 -0.007 -0.075 -0.0002
H 2.6545 0.0039 -2.2920 0.045 -0.061 -0.145 0.0009
H 0.5858 1.1638 -1.6491 0.193 0.220 -0.138 0.0200
```
Positions in Å, forces in eV/Å.

- Energy relative to the best compared isomer or geometry (same formula, charge and spin): 71.9 kJ/mol
- LUMO (alpha / beta): -9.300 / -12.304 eV
- M: 693.89 g mol⁻¹
- Charge: +3
- HOMO energy (alpha / beta): -16.228 / -16.229 eV
- Kohn-Sham gap (alpha / beta): 6.93 / 3.92 eV
- Energy: -71776.887 eV
- <S²>: 8.789
- Spin multiplicity: 6